107
Properties=species:S:1:pos:R:3 method="wB97M-V/def2-TZVPD" total_energy_ha=-2458.02667 e_lumo_ha=0.013 total_charge=0 de_lowest_kcal_mol=0.0
S -4.50 2.34 5.92
F -3.98 1.41 7.05
O 4.70 -2.69 -0.20
O -5.66 2.98 6.43
O -5.57 -3.28 -0.65
O -0.01 0.19 6.12
O 7.29 0.57 -2.15
O -4.39 0.74 2.08
O 2.97 3.90 -7.54
O -3.39 3.10 5.48
N 4.50 3.00 -5.25
N -4.86 1.20 4.77
N -1.04 -1.00 4.44
N 2.88 -1.91 1.92
N -8.32 -3.03 0.20
N 7.59 2.10 -4.60
C -2.43 -0.73 4.01
C 4.12 -1.18 1.68
C -8.19 -5.09 -1.09
C 9.62 2.45 -3.29
C 7.39 1.98 -2.12
C -4.99 -4.57 -0.57
C -7.99 -3.58 -1.12
C -0.43 0.19 4.99
C 3.79 0.14 0.98
C -5.69 1.24 2.35
C -0.19 -1.51 3.36
C -3.40 -1.56 4.85
C -5.70 1.87 3.75
C 2.20 2.27 -4.90
C -6.60 -3.14 -1.60
C 8.43 -0.13 -1.68
C 8.11 2.60 -3.32
C 2.69 4.40 -6.25
C 3.12 3.47 -5.11
C 2.01 3.01 -8.08
C -4.88 -1.31 4.54
C -6.80 0.20 2.12
C 5.17 -2.02 0.95
C 4.67 -1.90 -1.38
C -5.44 -0.09 5.25
C -0.27 1.39 4.09
H -0.29 -0.91 2.44
H -7.68 -5.54 -0.24
H 9.16 -0.31 -2.48
H -9.25 -5.32 -1.00
H -2.67 0.33 4.10
H 2.20 1.98 -7.79
H -0.47 -2.54 3.14
H 7.85 2.30 -1.18
H 1.63 4.65 -6.16
H -1.00 1.43 3.29
H 7.64 1.09 -4.58
H -8.71 -3.16 -1.84
H 5.12 3.81 -5.28
H -3.21 -1.32 5.90
H -6.74 1.93 4.11
H 3.07 -2.73 2.49
H 2.56 -2.29 1.03
H -4.46 0.00 1.48
H -0.33 2.30 4.69
H 6.05 -1.41 0.70
H 1.15 2.56 -4.93
H 3.15 -0.02 0.12
H 9.92 1.43 -3.56
H -8.29 -2.01 0.14
H 10.03 2.67 -2.30
H -2.52 -1.01 2.95
H -7.62 0.66 1.57
H 8.92 0.41 -0.87
H -5.44 -2.16 4.95
H -5.08 -1.30 3.47
H 2.07 3.08 -9.16
H 2.40 1.81 -3.93
H 6.36 2.34 -2.12
H 3.26 0.80 1.67
H 2.37 1.51 -5.66
H 0.85 -1.49 3.65
H -3.98 -4.45 -0.19
H 7.88 3.67 -3.28
H 8.09 -1.10 -1.31
H -5.34 2.89 3.65
H 10.08 3.12 -4.01
H 3.26 5.33 -6.17
H -6.43 -0.64 1.53
H 4.60 2.58 -6.17
H 1.00 3.29 -7.76
H -7.22 -0.18 3.05
H -5.23 -0.22 6.30
H -6.53 -0.04 5.16
H -6.33 -3.65 -2.54
H 5.49 -1.18 -1.41
H 3.08 4.08 -4.19
H -5.54 -5.23 0.11
H 4.70 0.65 0.65
H 5.51 -2.81 1.63
H -7.81 -5.56 -2.00
H 6.60 2.32 -4.66
H 4.77 -2.58 -2.23
H 0.72 1.35 3.63
H -6.64 -2.06 -1.81
H -3.17 -2.61 4.68
H -7.56 -3.28 0.83
H 3.72 -1.36 -1.49
H 4.55 -0.93 2.66
H -4.95 -5.05 -1.55
H -5.88 2.08 1.67

***

118
Properties=species:S:1:pos:R:3 method="wB97M-V/def2-TZVPD" total_energy_ha=-3754.00977 e_lumo_ha=-0.128 total_charge=+1 de_lowest_kcal_mol=0.0
Pb -2.71 0.25 -1.71
S 0.69 -0.75 0.33
S -1.34 -2.27 -0.25
F 2.13 1.36 0.85
F 0.61 0.97 2.35
F 0.05 1.79 0.43
F -1.58 -1.95 2.38
F -2.27 -3.82 1.58
F -3.47 -2.05 1.31
O -1.59 5.88 0.71
O 5.58 -2.50 3.57
O -4.96 -0.13 -0.04
O 0.93 -1.62 1.42
O -0.41 -3.32 -0.43
O 1.57 -0.83 -0.79
O -2.20 -8.91 1.64
O -2.42 -2.23 -1.26
O 3.99 2.50 -1.60
O -1.33 -0.76 -3.58
N -3.00 2.36 0.18
N 1.19 7.92 -0.75
N 3.71 -0.66 2.37
N -0.86 -0.66 -0.21
N 2.86 4.79 -0.60
N -4.14 -1.26 -3.36
N -0.29 -8.27 -1.43
C -1.42 -6.57 0.00
C 5.75 -1.11 3.74
C -0.82 6.57 -0.26
C 5.13 -0.42 2.55
C -2.63 -10.10 2.22
C 0.11 -0.82 -3.57
C 4.58 3.72 -2.03
C 3.60 1.66 -2.63
C -0.94 4.78 1.26
C -3.70 1.51 1.18
C -6.09 -1.00 0.04
C 4.32 4.76 -0.93
C 0.26 7.46 0.33
C -3.80 2.26 2.52
C -3.72 -0.33 -5.60
C -0.35 8.69 0.96
C 0.92 0.94 1.06
C 5.73 -3.23 4.75
C -2.23 -2.51 1.39
C 5.38 1.07 2.51
C -0.86 -7.97 -0.09
C -1.92 -1.70 -4.47
C -5.07 1.06 0.74
C -3.38 -1.44 -4.62
C 5.09 4.41 0.30
C -1.89 -9.02 0.26
H 4.80 5.05 1.14
H -1.62 4.23 1.92
H -4.23 3.25 2.39
H -1.39 -1.65 -5.42
H 0.25 -9.13 -1.34
H -3.34 0.62 -5.20
H 5.14 1.41 1.51
H -1.97 -10.95 2.03
H -4.78 -0.24 -5.80
H 5.86 -4.28 4.50
H -0.37 5.84 -0.97
H 6.43 1.24 2.75
H 0.35 -7.53 -1.70
H -6.39 -1.21 1.07
H -1.53 7.14 -0.86
H -5.56 1.83 0.13
H 5.57 -0.88 1.65
H -3.05 0.65 1.38
H 0.90 6.91 1.02
H -1.60 -10.04 -0.02
H -2.15 -6.41 -0.81
H 6.17 4.60 0.24
H 4.84 -3.12 5.40
H 4.11 4.01 -2.97
H -0.62 -5.84 0.00
H -1.04 8.40 1.76
H 4.94 3.36 0.54
H -4.35 1.73 3.29
H 2.75 2.10 -3.18
H 3.44 -1.63 2.38
H 4.78 1.54 3.29
H 3.09 -0.12 2.97
H -5.84 -1.92 -0.48
H 4.38 1.52 -3.40
H 3.28 0.66 -2.33
H -3.64 -10.39 1.89
H -0.08 -8.09 0.68
H -2.04 -6.52 0.89
H -3.48 3.25 0.06
H 5.26 -0.82 4.68
H 0.40 9.32 1.44
H 6.82 -0.87 3.80
H -0.56 4.09 0.50
H -2.70 -10.00 3.30
H -5.70 0.89 1.61
H -4.00 -2.06 -2.74
H -1.74 -2.71 -4.07
H 0.66 8.57 -1.34
H 1.33 7.16 -1.41
H -2.12 2.61 0.62
H 0.54 -0.72 -4.57
H 0.48 0.00 -2.96
H 0.44 -1.78 -3.17
H 2.35 4.87 -1.48
H -6.95 -0.54 -0.48
H 5.66 3.58 -2.19
H -0.12 5.13 1.90
H -3.19 -0.47 -6.54
H -0.93 9.27 0.24
H -5.13 -1.33 -3.54
H -2.80 2.42 2.93
H 6.60 -2.91 5.34
H 4.54 5.74 -1.37
H 2.64 3.86 -0.25
H -3.77 -2.37 -5.08
H -2.82 -8.82 -0.31

***

124
Properties=species:S:1:pos:R:3 method="wB97M-V/def2-TZVPD" total_energy_ha=-5698.29966 e_lumo_ha=0.005 total_charge=0
S 0.25 -0.31 -1.57
S -1.91 -3.88 2.42
S 5.09 1.04 1.25
S -0.27 -7.36 -0.16
S 2.59 4.60 -2.97
S -1.94 3.88 -5.38
S -0.72 3.70 0.40
O 2.34 4.36 -1.47
O -1.36 1.52 4.99
O -1.62 2.38 -4.98
O -1.18 4.22 -6.54
O 0.09 -1.56 -2.29
O -3.31 -3.18 1.96
O 1.78 3.87 -3.87
O 6.21 0.26 1.65
O 3.98 3.93 -2.99
O -3.83 0.49 5.47
O 4.43 0.41 -0.03
O 0.68 -6.13 -0.05
O -3.36 4.07 -5.46
O -1.13 0.13 -0.94
O 1.24 -0.26 -0.51
O -1.74 4.16 1.30
O 0.50 4.80 0.42
O -0.92 -3.68 1.41
O -1.52 -7.12 -0.91
O -1.09 3.37 -1.00
O -1.64 -3.30 3.68
O -0.35 -7.90 1.18
O 0.29 -0.19 2.90
O 5.31 2.45 0.91
O 2.66 6.03 -3.07
C 0.01 1.30 4.79
C -2.07 0.13 -5.70
C 1.12 -1.21 2.43
C 4.58 -1.04 -0.21
C 0.19 5.92 -0.51
C 1.68 -4.02 -0.69
C 4.55 3.89 -1.68
C -2.33 -5.61 2.32
C -1.36 1.45 -6.17
C 0.62 -5.05 -1.00
C -3.76 -0.81 4.95
C 4.93 -1.16 -1.69
C -1.39 4.68 -3.93
C -3.05 0.09 0.58
C -5.20 -3.86 0.46
C 3.97 0.83 2.60
C 0.44 -0.07 4.27
C -1.67 -0.59 0.19
C 0.29 0.98 -2.79
C -3.71 -3.50 0.60
C -0.04 2.30 1.18
C 3.36 3.52 -0.75
C -2.13 1.40 3.85
C -3.59 1.42 4.42
C 0.76 -8.50 -1.03
C 1.22 6.94 -0.36
H -3.20 -4.41 0.29
H 1.57 -3.30 0.20
H 4.50 1.16 3.48
H 3.56 -1.46 -0.10
H -3.80 -0.18 -0.18
H -3.70 2.44 4.84
H -2.70 -1.07 4.80
H 5.21 3.04 -1.71
H -0.73 0.92 -3.11
H 4.17 -0.60 -2.18
H 3.00 1.36 2.49
H -0.40 -4.61 -0.95
H 4.94 -2.14 -2.14
H -5.31 -4.79 1.08
H -1.58 1.95 -7.10
H -1.36 5.76 -4.05
H -3.48 -2.70 -0.11
H 0.89 -5.48 -2.00
H -5.48 -4.02 -0.63
H 0.76 -2.22 2.41
H 1.25 7.26 0.69
H 5.00 4.87 -1.44
H -0.83 1.54 1.05
H 1.55 -8.89 -0.44
H -1.53 -6.23 2.65
H -3.22 -5.70 2.88
H 2.03 -1.30 3.03
H -2.08 4.43 -3.11
H -5.92 -3.10 0.95
H 3.40 3.92 0.22
H 3.02 2.52 -0.74
H -4.31 -1.46 5.63
H 5.34 -1.48 0.38
H 0.29 2.36 2.22
H -4.27 1.24 3.60
H 0.78 1.85 0.63
H 0.35 1.87 -2.18
H -1.80 -1.69 -0.07
H -0.88 -0.52 1.00
H -1.62 -0.64 -6.31
H 0.15 5.42 -1.51
H 1.44 -0.86 1.44
H -1.93 0.46 3.41
H -1.99 -0.02 -4.64
H -4.22 -0.82 3.96
H -3.09 0.06 -5.95
H 0.10 -9.26 -1.37
H 2.14 6.44 -0.70
H 0.44 1.58 5.80
H 0.37 2.13 4.13
H 1.67 -3.29 -1.48
H -0.42 4.25 -3.76
H 1.19 -8.02 -1.88
H -2.49 -5.88 1.23
H 1.47 -0.24 4.46
H 3.95 -0.26 2.60
H -0.80 6.32 -0.21
H 2.69 -4.39 -0.64
H -2.93 1.22 0.56
H 1.13 7.72 -1.15
H -0.29 1.39 -6.02
H 5.88 -0.72 -2.07
H 1.05 0.80 -3.57
H -0.24 -0.79 4.82
H -3.54 -0.22 1.48
H -2.05 2.25 3.17

***

117
Properties=species:S:1:pos:R:3 method="wB97M-V/def2-TZVPD" total_energy_ha=-2982.58867 e_lumo_ha=0.073 total_charge=-1 de_lowest_kcal_mol=50.2
Cl -2.79 -0.60 -2.67
O -7.13 2.05 2.16
O 0.69 -9.85 -8.57
O 2.35 7.81 6.10
O 0.80 4.83 2.59
O 9.73 -2.01 5.22
O -1.79 -0.32 -3.71
O -8.86 6.81 3.69
O -7.18 -5.65 -0.49
O -3.89 -1.12 -3.39
O -3.16 0.59 -1.95
O 0.61 -6.68 -6.02
O 4.71 -2.50 1.34
O -2.33 -1.42 -1.62
O -1.30 5.74 -5.83
N 1.28 7.94 3.50
N 2.71 -7.92 -7.47
N -1.81 3.62 -6.22
N -5.48 -4.29 -0.86
N -2.60 4.53 -4.53
N 6.70 -3.04 3.43
N -6.80 -4.64 -2.48
N -6.64 4.79 2.85
C -7.43 6.95 3.62
C 7.61 -2.48 4.44
C -0.21 -5.79 -5.27
C 3.18 8.49 5.13
C 3.53 -3.16 0.76
C -1.90 4.70 -5.56
C 1.98 7.04 2.54
C 0.04 3.90 1.87
C 2.56 -7.95 -6.08
C -5.82 3.69 3.40
C -5.77 2.45 2.59
C 9.07 -2.84 4.33
C 5.91 -3.21 1.12
C 2.98 -9.30 -7.98
C -9.57 8.08 3.56
C 3.19 6.94 6.89
C 7.04 -2.82 2.04
C 1.19 5.92 1.76
C -7.28 1.11 1.05
C -6.52 -4.96 -1.24
C 1.83 -10.36 -7.88
C 1.97 -6.59 -5.62
C -6.77 5.69 3.98
C 11.16 -2.20 5.22
C 2.20 8.96 4.02
C -0.53 -10.58 -8.26
H 2.71 -2.46 0.61
H 7.58 -1.40 4.27
H 0.12 -4.80 -5.58
H -5.26 1.61 3.06
H 3.79 -9.71 -7.38
H -8.29 0.71 1.06
H 3.99 7.89 4.71
H 3.60 7.60 7.66
H -5.31 -4.39 0.13
H 2.61 6.15 7.37
H 3.70 9.32 5.61
H 2.10 -11.35 -8.25
H -9.27 8.54 2.62
H -7.65 -5.06 -2.83
H 9.21 -3.87 4.64
H 1.54 9.76 4.35
H -6.24 3.37 4.35
H 7.23 -2.67 5.44
H 5.76 -4.25 1.39
H -0.83 -10.43 -7.23
H -0.18 -6.09 -4.22
H -4.92 -3.74 -1.50
H 11.57 -1.68 6.08
H 3.53 -8.08 -5.61
H 3.80 -3.46 -0.26
H 11.71 -1.95 4.31
H 6.12 -3.19 0.05
H 3.97 6.40 6.35
H 5.78 -2.63 3.49
H -0.50 3.25 2.56
H -7.31 5.23 4.81
H 9.49 -2.78 3.32
H -5.80 6.01 4.36
H -0.83 4.34 1.37
H 1.86 -6.69 -4.54
H 0.40 6.36 1.15
H 3.31 -9.28 -9.02
H -9.29 8.84 4.28
H 2.86 6.57 2.98
H 1.59 -10.51 -6.83
H -6.15 -4.10 -3.05
H 2.74 9.42 3.20
H -2.71 5.31 -3.90
H 1.88 -7.53 -7.88
H -5.13 2.66 1.73
H -6.94 1.48 0.08
H -10.64 7.87 3.57
H 3.12 -3.93 1.41
H 2.36 7.72 1.78
H -4.78 3.88 3.68
H 11.46 -3.25 5.27
H 1.89 -8.74 -5.73
H -1.27 -5.94 -5.47
H 7.87 -3.52 1.88
H 1.01 7.31 4.24
H 7.30 -1.78 1.85
H -7.58 4.49 2.61
H -7.05 7.29 2.66
H 1.93 5.47 1.10
H -1.39 3.63 -7.14
H -3.06 3.68 -4.27
H -2.35 2.86 -5.84
H 2.42 -5.62 -5.83
H -7.08 7.65 4.37
H -0.42 -11.65 -8.43
H -1.29 -10.15 -8.91
H 0.64 3.32 1.17
H -6.55 0.32 1.22

***

Repeat the first record exactly.
107
Properties=species:S:1:pos:R:3 method="wB97M-V/def2-TZVPD" total_energy_ha=-2458.02667 e_lumo_ha=0.013 total_charge=0 de_lowest_kcal_mol=0.0
S -4.50 2.34 5.92
F -3.98 1.41 7.05
O 4.70 -2.69 -0.20
O -5.66 2.98 6.43
O -5.57 -3.28 -0.65
O -0.01 0.19 6.12
O 7.29 0.57 -2.15
O -4.39 0.74 2.08
O 2.97 3.90 -7.54
O -3.39 3.10 5.48
N 4.50 3.00 -5.25
N -4.86 1.20 4.77
N -1.04 -1.00 4.44
N 2.88 -1.91 1.92
N -8.32 -3.03 0.20
N 7.59 2.10 -4.60
C -2.43 -0.73 4.01
C 4.12 -1.18 1.68
C -8.19 -5.09 -1.09
C 9.62 2.45 -3.29
C 7.39 1.98 -2.12
C -4.99 -4.57 -0.57
C -7.99 -3.58 -1.12
C -0.43 0.19 4.99
C 3.79 0.14 0.98
C -5.69 1.24 2.35
C -0.19 -1.51 3.36
C -3.40 -1.56 4.85
C -5.70 1.87 3.75
C 2.20 2.27 -4.90
C -6.60 -3.14 -1.60
C 8.43 -0.13 -1.68
C 8.11 2.60 -3.32
C 2.69 4.40 -6.25
C 3.12 3.47 -5.11
C 2.01 3.01 -8.08
C -4.88 -1.31 4.54
C -6.80 0.20 2.12
C 5.17 -2.02 0.95
C 4.67 -1.90 -1.38
C -5.44 -0.09 5.25
C -0.27 1.39 4.09
H -0.29 -0.91 2.44
H -7.68 -5.54 -0.24
H 9.16 -0.31 -2.48
H -9.25 -5.32 -1.00
H -2.67 0.33 4.10
H 2.20 1.98 -7.79
H -0.47 -2.54 3.14
H 7.85 2.30 -1.18
H 1.63 4.65 -6.16
H -1.00 1.43 3.29
H 7.64 1.09 -4.58
H -8.71 -3.16 -1.84
H 5.12 3.81 -5.28
H -3.21 -1.32 5.90
H -6.74 1.93 4.11
H 3.07 -2.73 2.49
H 2.56 -2.29 1.03
H -4.46 0.00 1.48
H -0.33 2.30 4.69
H 6.05 -1.41 0.70
H 1.15 2.56 -4.93
H 3.15 -0.02 0.12
H 9.92 1.43 -3.56
H -8.29 -2.01 0.14
H 10.03 2.67 -2.30
H -2.52 -1.01 2.95
H -7.62 0.66 1.57
H 8.92 0.41 -0.87
H -5.44 -2.16 4.95
H -5.08 -1.30 3.47
H 2.07 3.08 -9.16
H 2.40 1.81 -3.93
H 6.36 2.34 -2.12
H 3.26 0.80 1.67
H 2.37 1.51 -5.66
H 0.85 -1.49 3.65
H -3.98 -4.45 -0.19
H 7.88 3.67 -3.28
H 8.09 -1.10 -1.31
H -5.34 2.89 3.65
H 10.08 3.12 -4.01
H 3.26 5.33 -6.17
H -6.43 -0.64 1.53
H 4.60 2.58 -6.17
H 1.00 3.29 -7.76
H -7.22 -0.18 3.05
H -5.23 -0.22 6.30
H -6.53 -0.04 5.16
H -6.33 -3.65 -2.54
H 5.49 -1.18 -1.41
H 3.08 4.08 -4.19
H -5.54 -5.23 0.11
H 4.70 0.65 0.65
H 5.51 -2.81 1.63
H -7.81 -5.56 -2.00
H 6.60 2.32 -4.66
H 4.77 -2.58 -2.23
H 0.72 1.35 3.63
H -6.64 -2.06 -1.81
H -3.17 -2.61 4.68
H -7.56 -3.28 0.83
H 3.72 -1.36 -1.49
H 4.55 -0.93 2.66
H -4.95 -5.05 -1.55
H -5.88 2.08 1.67